1.
Entry from the OMol25 dataset: 7 unconnected molecules or ions with the total composition C27H52NO13 at a distorted geometry (wB97M-V/def2-TZVPD).

The HOMO energy is 2.3 eV. The calculation puts the HOMO-LUMO gap at 0.1066 hartree. For the LUMO energy, the calculation gives 5.2068 eV. Its total energy is -2092.49895 Ha.

```
! RIJCOSX wB97M-V def2-TZVPD def2/J DEFGRID3
* xyz -3 1
C -1.2623 0.7968 -0.8420
C -0.7627 1.8425 -1.8446
O -1.6050 2.1301 -2.8558
H -1.2260 -0.2313 -1.2081
H -2.2776 0.9568 -0.4667
H -0.7210 0.8678 0.1241
H 0.2611 1.5940 -2.2236
H -0.4960 2.7391 -1.2072
C 2.1257 3.9344 -3.6935
C 2.1201 5.4705 -3.8146
O 1.3212 5.9949 -4.7614
H 2.4047 3.4586 -4.6417
H 1.1345 3.5538 -3.4383
H 2.8492 3.6258 -2.9199
H 3.1729 5.8698 -3.7832
H 1.8048 5.8069 -2.7791
C -2.8309 -3.5645 -0.7150
C -3.7901 -2.3841 -0.7846
O -4.6480 -2.4157 -1.8419
H -2.1930 -3.4627 -1.6000
H -3.2801 -4.5230 -0.4514
H -2.1127 -3.3401 0.0990
H -3.2543 -1.4116 -0.9047
H -4.1260 -2.2162 0.2849
C 1.6719 -3.6261 -2.4275
C 1.6104 -2.3881 -3.3057
C 1.2785 -2.6912 -4.7851
O -0.1427 -2.7374 -4.6744
C -0.5296 -1.8822 -3.6934
O -1.5989 -1.3825 -3.6357
O 0.5605 -1.5099 -2.9612
H 0.6840 -4.0760 -2.3040
H 2.0575 -3.3611 -1.4411
H 2.3669 -4.4037 -2.7580
H 2.5459 -1.8451 -3.1412
H 1.7510 -3.6388 -5.0297
H 1.6060 -1.8470 -5.3916
C -6.9734 -0.5550 2.8117
C -6.8518 0.7426 2.0447
C -5.4922 1.4023 2.2905
O -4.7455 1.1620 1.0863
C -5.5913 0.6568 0.1338
O -5.2773 0.4304 -0.9624
O -6.8418 0.5097 0.6633
H -6.8618 -0.3133 3.8737
H -6.1392 -1.2215 2.5818
H -7.9140 -1.0561 2.5827
H -7.6641 1.4072 2.3512
H -4.8162 1.1443 3.1028
H -5.6580 2.4875 2.3107
C 3.3929 4.3740 -0.1058
C 1.9722 4.7076 0.3915
C 1.1407 3.5876 1.0279
O 1.0241 4.0400 2.3898
C 1.6098 5.1980 2.5808
O 1.7008 5.7494 3.6392
O 2.0124 5.7216 1.4040
H 3.4605 4.5045 -1.1859
H 3.6745 3.3405 0.1133
H 4.1536 5.0435 0.2994
H 1.5314 5.1010 -0.5258
H 1.6807 2.6438 0.9807
H 0.1545 3.4371 0.5932
C -0.4575 -2.7321 2.7342
C 0.8391 -2.5576 1.9091
C 0.4108 -1.6105 0.7356
C 1.5352 -0.8535 0.0935
C 2.3443 -0.1621 1.1475
C 2.9926 -1.0931 2.1591
N 1.8521 -1.8405 2.7656
O 2.3127 -2.7809 3.7513
C 4.0610 -1.9734 1.5289
C 3.6194 -0.1843 3.2448
C 1.2865 -3.9400 1.4396
H -0.9055 -1.8467 3.1743
H -0.2977 -3.4740 3.5262
H -1.1183 -3.2348 2.0238
H -0.0630 -2.2304 -0.0372
H -0.4835 -1.0325 0.9692
H 1.2905 -0.2138 -0.7580
H 2.2231 -1.5122 -0.4641
H 1.6162 0.5070 1.6141
H 3.2101 0.3529 0.7159
H 3.6494 -2.6150 0.7556
H 4.7316 -1.3147 0.9633
H 4.6404 -2.5235 2.2678
H 2.8372 0.3644 3.7760
H 4.1724 -0.7821 3.9697
H 4.1979 0.6177 2.7839
H 2.2903 -3.8603 1.0223
H 0.6401 -4.4098 0.7002
H 1.4274 -4.6370 2.2692
H 1.9931 -2.3758 4.5633
*
```

2.
Entry from the OMol25 dataset: 2 unconnected molecules or ions with the total composition C2H5N2O3 at a distorted geometry (wB97M-V/def2-TZVPD).

The HOMO energy (alpha / beta) is -1.4 / -4.2 eV. The calculation puts the HOMO-LUMO gap (alpha / beta) at 0.1887 / 0.2952 hartree. For the LUMO energy (alpha / beta), the calculation gives 3.7304 / 3.8458 eV. The calculation puts the energy above the lowest of the compared OMol25 structures with the same formula, charge and spin at 194.0 kcal per mole. Its total energy is -414.26771 Ha.

```
! RIJCOSX wB97M-V def2-TZVPD def2/J DEFGRID3
* xyz -1 1
C -0.9177 0.2250 -1.8736
C 0.0108 -0.8336 0.6871
N 0.3022 0.3403 1.1871
N 1.4755 0.9023 0.9747
O 2.3867 0.2914 0.3813
O 1.6184 2.0545 1.4214
O -1.1704 -1.3940 1.0597
H 0.1075 0.5141 -1.9448
H -1.6200 0.8372 -1.3587
H -1.2091 -0.7623 -2.1823
H 0.6765 -1.4924 0.1480
H -1.6603 -0.6825 1.5000
*
```

3.
Entry from the OMol25 dataset: a single C20H33NO2 molecule (wB97M-V/def2-TZVPD).

The HOMO energy is -8.3 eV. The calculation puts the HOMO-LUMO gap at 0.3331 hartree. For the LUMO energy, the calculation gives 0.7211 eV. The calculation puts the energy above the lowest of the compared OMol25 structures with the same formula, charge and spin at 36.7 kcal per mole. As for the SMILES: COc1ccc(CNCC[C@]2(C(C)C)CCOC(C)(C)C2)cc1. Its total energy is -987.10219 Ha.

```
! RIJCOSX wB97M-V def2-TZVPD def2/J DEFGRID3
* xyz 0 1
C 5.5487 3.6999 -1.4742
O 5.1128 2.4247 -1.8744
C 4.5790 1.5938 -0.9343
C 4.1746 0.3389 -1.3905
C 3.6253 -0.5778 -0.5197
C 3.4633 -0.2750 0.8284
C 2.7840 -1.2354 1.7738
N 1.3793 -0.9223 2.0041
C 0.5461 -1.0535 0.8187
C -0.8872 -0.6646 1.1856
C -2.0175 -1.0276 0.1901
C -2.6255 -2.4106 0.5898
C -3.6501 -2.9708 -0.4035
C -1.5870 -3.5100 0.8218
C -1.5525 -1.0235 -1.2714
C -1.2754 0.3944 -1.7646
O -2.4346 1.1890 -1.7192
C -2.9827 1.3691 -0.4179
C -4.3839 1.9477 -0.6600
C -2.1724 2.4174 0.3638
C -3.1445 0.0251 0.3352
C 3.8624 0.9771 1.2721
C 4.4187 1.9072 0.4105
H 4.7248 4.3012 -1.0755
H 6.3471 3.6369 -0.7272
H 5.9362 4.1751 -2.3741
H 4.3036 0.1083 -2.4363
H 3.3222 -1.5471 -0.8891
H 2.8333 -2.2539 1.3789
H 3.2810 -1.2172 2.7483
H 1.3063 0.0265 2.3631
H 0.9090 -0.4283 -0.0137
H 0.6122 -2.0959 0.5039
H -0.8905 0.4112 1.3520
H -1.1186 -1.1219 2.1500
H -3.1450 -2.2418 1.5414
H -3.1536 -3.3860 -1.2774
H -4.2063 -3.7753 0.0739
H -4.3692 -2.2280 -0.7369
H -2.1000 -4.4348 1.0801
H -0.9094 -3.2702 1.6343
H -1.0107 -3.6914 -0.0823
H -2.3486 -1.4242 -1.8987
H -0.6652 -1.6396 -1.4053
H -0.9864 0.3782 -2.8191
H -0.4574 0.8556 -1.1954
H -4.9671 1.2667 -1.2739
H -4.3039 2.8930 -1.1893
H -4.8951 2.1078 0.2852
H -2.2693 3.3815 -0.1309
H -1.1146 2.1737 0.3972
H -2.5472 2.5064 1.3800
H -3.2973 0.2385 1.3949
H -4.0668 -0.4189 -0.0380
H 3.7435 1.2345 2.3160
H 4.7220 2.8666 0.7997
*
```

4.
Entry from the OMol25 dataset: a single C8H8N2O3S molecule at a distorted geometry (wB97M-V/def2-TZVPD).

The HOMO energy is -9.6 eV. The calculation puts the HOMO-LUMO gap at 0.3637 hartree. For the LUMO energy, the calculation gives 0.2673 eV. The calculation puts the energy above the lowest of the compared OMol25 structures with the same formula, charge and spin at 74.4 kcal per mole. As for the SMILES: [H]/N=C(\N)c1ccccc1[C@H]1OS1(=O)=O. Its total energy is -1042.93795 Ha.

```
! RIJCOSX wB97M-V def2-TZVPD def2/J DEFGRID3
* xyz 0 1
H -2.4974 1.4910 -1.9166
N -1.9058 0.7369 -1.6936
C -1.0645 0.9367 -0.7517
N -0.9827 2.2059 -0.1254
C -0.0943 -0.0706 -0.3627
C 1.2443 0.4379 -0.1213
C 2.1798 -0.3244 0.4317
C 1.7930 -1.5713 0.9012
C 0.4959 -2.0608 0.7482
C -0.4840 -1.2903 0.2106
C -1.8489 -1.8008 0.0212
O -2.7502 -1.8767 1.0899
S -3.1141 -0.5499 0.0456
O -2.9212 0.5944 0.8759
O -4.2152 -0.7780 -0.7731
H -0.6604 2.4079 0.8667
H -1.9178 2.6941 -0.2787
H 1.6163 1.4201 -0.6030
H 3.1194 0.0733 0.7356
H 2.6387 -2.0528 1.3158
H 0.2583 -3.1441 0.9112
H -1.8881 -2.4328 -0.7775
*
```

5.
Entry from the OMol25 dataset: a single C3H7BrN2O2S molecule at a distorted geometry (wB97M-V/def2-TZVPD).

The HOMO energy is -9.2 eV. The calculation puts the HOMO-LUMO gap at 0.3441 hartree. For the LUMO energy, the calculation gives 0.1310 eV. The calculation puts the energy above the lowest of the compared OMol25 structures with the same formula, charge and spin at 24.9 kcal per mole. Its total energy is -3350.66089 Ha.

```
! RIJCOSX wB97M-V def2-TZVPD def2/J DEFGRID3
* xyz 0 1
C 0.3541 -1.3541 -0.7972
C 1.4137 0.6936 -0.2535
C -1.2216 0.2692 -0.0375
N 1.5632 -1.8718 -1.0189
N 0.1241 -0.1267 -0.3230
O -0.7242 -2.0948 -0.9827
O 3.1720 -3.5726 -0.2926
S 2.5933 -2.9982 -1.4534
Br 0.9732 -4.4557 -2.4640
H -0.5698 -2.8993 -1.4268
H 1.8369 0.9379 0.7177
H 2.1250 -0.0441 -0.7877
H 1.2335 1.5825 -0.8867
H -1.8166 -0.1670 -0.8091
H -1.6613 -0.0198 0.9591
H -1.1909 1.4470 -0.0762
*
```

6.
Entry from the OMol25 dataset: a single C6H12O2 molecule at a distorted geometry (wB97M-V/def2-TZVPD).

The HOMO energy is -10.5 eV. The calculation puts the HOMO-LUMO gap at 0.4152 hartree. For the LUMO energy, the calculation gives 0.7652 eV. The calculation puts the energy above the lowest of the compared OMol25 structures with the same formula, charge and spin at 13.0 kcal per mole. As for the SMILES: CC[C@@H](C)CC(=O)O. Its total energy is -386.29946 Ha.

```
! RIJCOSX wB97M-V def2-TZVPD def2/J DEFGRID3
* xyz 0 1
C 0.5107 1.1322 2.0851
C 0.6088 -0.2999 1.5262
C 0.3681 -0.4774 -0.0007
C 0.1687 -1.9636 -0.3369
C -0.7305 0.3765 -0.6327
C -0.5060 0.6299 -2.0885
O 0.2781 0.0946 -2.8193
O -1.4479 1.5003 -2.5373
H 1.4612 1.6491 2.0541
H -0.2320 1.7235 1.5585
H 0.0042 1.1427 3.0595
H -0.1533 -0.8727 2.0517
H 1.6237 -0.6488 1.6855
H 1.3181 -0.1691 -0.4346
H 0.8378 -2.5397 0.3190
H -0.8400 -2.3289 -0.1375
H 0.5314 -2.1385 -1.3432
H -1.6802 -0.1616 -0.5943
H -0.9421 1.3111 -0.1238
H -1.1788 2.0404 -3.2907
*
```